No. 1
Molecular formula: C14H13Cl2FNO4P
Method: DFT, ωB97M-V with the def2-TZVPD basis set

The geometry in XYZ format:
```
36
Properties=species:S:1:pos:R:3:forces:R:3
C 6.16682 0.41845 0.93105 -1.0 -0.9 0.3
C 4.56229 0.56388 0.62704 -0.6 2.1 -3.5
Cl 3.40190 -0.23963 1.88130 1.8 1.3 -2.0
C 3.97510 1.29335 -0.56792 -0.5 -2.7 4.6
Cl 5.05119 2.12785 -1.82878 -1.8 -1.3 2.0
C 2.30512 1.24394 -0.64144 -2.2 -0.4 -1.0
C 1.69841 -0.08573 -1.45232 -2.8 2.6 1.3
C 0.07142 -0.26182 -1.55062 2.3 3.4 1.7
C -0.85228 0.88722 -0.83343 2.4 -1.0 -0.8
C -0.32565 2.22845 -0.05158 2.2 -4.5 -2.6
P -1.58248 3.48585 0.67439 0.5 1.7 0.5
O -2.36033 2.72682 2.03522 -1.0 0.5 -2.7
O -2.70898 3.85569 -0.60763 0.2 0.2 2.4
C 1.33449 2.40487 0.05009 -1.8 -3.1 -1.9
C -2.34944 0.29198 -1.13709 -3.8 2.7 0.3
O -3.52370 0.92317 -1.21814 7.8 -4.3 0.7
N -2.17002 -1.22126 -1.38117 1.7 0.3 -0.8
C -1.78662 -2.04680 -0.16179 0.0 -1.2 1.6
C -2.89597 -3.24863 0.18325 0.4 -0.1 0.4
C -3.68066 -2.82281 1.55833 -0.4 -0.1 -1.0
F -3.77634 -3.48924 -0.98630 1.7 0.7 2.8
C -0.88447 -1.41829 -2.21184 0.9 -2.0 -3.1
O -0.67627 -2.32424 -3.17312 -1.3 6.1 6.6
H 6.57958 1.45379 1.28746 -0.7 -2.1 -0.8
H 6.70594 -0.01756 -0.02244 -1.1 1.3 1.8
H 6.30434 -0.40438 1.77868 -0.4 2.0 -1.8
H 2.40607 -0.89640 -1.95926 -1.6 2.1 1.3
H -3.34112 2.92474 1.94875 1.5 -0.5 0.2
H -3.18443 4.70832 -0.30504 1.3 -1.9 -0.7
H 1.78198 3.34161 0.62889 -1.0 -2.4 -1.5
H -1.61777 -1.37660 0.81116 -0.5 -1.3 -2.2
H -0.75491 -2.63053 -0.30308 -2.1 1.5 0.0
H -2.31071 -4.26868 0.37668 -1.3 2.2 -0.6
H -2.87783 -2.46668 2.33805 -1.6 -0.7 -1.6
H -4.28080 -3.73890 2.01568 1.2 2.1 -1.1
H -4.40386 -1.92181 1.26695 1.5 -2.0 0.9
```
Positions in Å, forces in eV/Å.

Output
* net charge: 0
* SMILES: C/C(Cl)=C(\Cl)c1cc2c(c(P(O)O)c1)C(=O)N(C[C@@H](C)F)C2=O
* LUMO level: -1.595 eV
* orbital gap: 7.35 eV

Results of the Mulliken charge analysis, in e, for atoms 1 through 5: C -0.89; C 0.30; Cl -0.18; C -0.27; Cl -0.17



No. 2
Molecular formula: C14H13ClF6OV
Method: DFT, ωB97M-V with the def2-TZVPD basis set

The geometry in XYZ format:
```
36
Properties=species:S:1:pos:R:3:forces:R:3
C -2.50948 -1.57058 -0.96578 -0.7 0.6 -0.6
C -1.73048 -1.75130 -2.16620 -1.6 0.8 -0.4
C -1.26366 -0.46817 -2.59851 -2.1 0.0 -0.7
H -1.53594 -2.68173 -2.67037 0.3 -0.1 0.2
C -1.76296 0.52050 -1.70111 -0.9 -0.8 -0.7
C -2.51759 -0.14573 -0.67527 -0.6 -0.9 -0.8
H -3.02447 0.33270 0.16643 0.5 -0.2 -0.3
H -2.91265 -2.37444 -0.33754 0.2 0.5 -0.4
H -0.71151 -0.28127 -3.50197 0.2 0.0 0.2
H -1.62535 1.58876 -1.82253 0.3 -0.3 0.4
V -0.53350 -0.95629 -0.67405 6.1 1.5 3.9
Cl 0.20180 -2.83422 0.54732 -0.7 0.2 -0.3
C 2.64381 -0.56583 -0.54050 0.2 0.3 -1.0
C 2.10305 0.65146 -1.03860 0.8 -0.7 -0.7
C 1.57542 0.39427 -2.33026 0.0 0.0 0.7
H 2.14683 1.61993 -0.54942 -0.2 -0.3 -0.1
C 1.78419 -0.98440 -2.63098 -0.1 -0.2 0.5
C 2.46844 -1.57339 -1.53034 -0.2 0.8 0.1
H 2.82826 -2.59498 -1.46900 -0.2 0.1 0.0
H 3.17142 -0.67630 0.39546 -0.1 -0.1 0.0
H 1.11991 1.14805 -2.96921 0.1 -0.2 0.0
H 1.50416 -1.49270 -3.55110 0.1 0.1 0.1
C -1.12487 0.00385 2.57899 -0.2 0.1 0.4
C -0.13105 0.91226 1.84277 1.0 0.3 0.6
O 0.02902 0.67498 0.52423 -1.0 -0.9 0.0
C -0.52610 2.45514 2.03706 0.1 -1.2 -0.4
F -0.75105 2.82733 3.33527 0.1 -0.1 -1.0
F 0.41853 3.28129 1.52670 -0.9 -0.3 0.4
F -1.68554 2.63931 1.33870 0.6 0.5 0.6
C 1.28245 0.70685 2.60175 -0.1 -0.7 -0.6
F 1.20094 0.94005 3.94814 0.1 -0.1 -0.6
F 1.66766 -0.59798 2.44303 -0.3 1.3 0.4
F 2.28673 1.48598 2.13435 -0.7 -0.5 0.3
H -2.15591 0.23042 2.26105 0.4 -0.1 0.1
H -1.02663 0.20092 3.65740 -0.3 -0.2 -0.3
H -0.90388 -1.06475 2.38407 0.0 0.7 0.0
```
Positions in Å, forces in eV/Å.

Output
* net charge: -1
* expectation value of S²: 2.018
* 2S+1: 3
* LUMO level (alpha / beta): 2.403 / 2.532 eV
* orbital gap (alpha / beta): 5.68 / 5.81 eV

Results of the Mulliken charge analysis, in e, for atoms 1 through 5: C -0.50; C -0.54; C -0.31; H 0.45; C -0.34



No. 3
Molecular formula: C14H13F4IN5ORh
Method: DFT, ωB97M-V with the def2-TZVPD basis set

The geometry in XYZ format:
```
39
Properties=species:S:1:pos:R:3:forces:R:3
Rh 0.03525 1.25710 0.17911 -2.1 -0.8 1.1
C 0.05789 0.99953 3.11380 0.0 0.0 0.1
N 1.06071 1.11273 2.04222 0.6 0.1 -0.7
C 1.97349 2.22606 2.34305 0.0 0.0 0.1
C 1.85728 -0.13914 1.90539 0.0 -0.2 0.1
C 1.07436 -1.18301 1.12720 0.3 0.2 0.2
N 0.69671 -0.51502 -0.10787 0.0 -0.3 -0.5
C 0.38782 -1.24466 -1.24524 0.0 -0.2 0.1
C 0.47619 -0.65824 -2.51530 0.1 -0.3 -0.3
F 0.91108 0.60327 -2.65586 0.0 0.0 0.1
C 0.20243 -1.36826 -3.67030 -0.1 -0.1 0.2
F 0.33182 -0.73656 -4.84234 0.0 0.0 -0.1
C -0.17232 -2.70120 -3.64113 0.1 0.1 0.2
C -0.24846 -3.29957 -2.39770 0.1 0.2 0.0
F -0.60554 -4.58496 -2.29192 0.0 0.0 0.0
C 0.02140 -2.60228 -1.23042 -0.2 0.1 -0.2
F -0.12725 -3.26723 -0.06938 0.0 0.1 0.0
H 0.57143 0.89208 4.07596 -0.1 0.0 0.0
H -0.58305 0.14066 2.94077 0.0 0.0 0.0
H -0.55269 1.90022 3.12785 0.0 0.0 0.0
H 2.53690 2.01156 3.25680 0.0 0.0 0.0
H 1.39910 3.13935 2.48866 0.0 0.0 0.0
H 2.66953 2.35882 1.51607 0.0 0.0 0.1
H 2.16679 -0.50728 2.88977 -0.1 0.1 0.0
H 2.75101 0.12469 1.33489 -0.1 -0.1 0.0
H 0.20325 -1.56504 1.67703 0.2 0.1 0.0
H 1.73727 -2.03135 0.93033 0.0 0.1 0.0
H -0.38658 -3.24794 -4.54569 0.0 0.0 0.0
I -0.84732 3.80584 0.55765 -0.1 0.3 0.0
C 0.74319 2.87981 -0.55020 0.4 0.1 -0.2
H 1.70227 3.27179 -0.22799 -0.1 0.1 0.0
H 0.52132 2.99231 -1.60653 0.1 0.0 -0.1
O -1.45321 1.15771 -1.34540 1.0 0.8 -0.8
N -2.66738 0.85365 -1.57509 0.0 -0.4 0.5
C -3.27440 0.06508 -0.71960 -0.1 0.2 -0.3
C -2.65737 -0.42080 0.46250 0.1 -0.2 0.2
N -2.16801 -0.82607 1.42227 0.1 0.1 0.1
C -4.62700 -0.29569 -0.98449 0.0 0.0 0.0
N -5.71793 -0.59798 -1.16886 -0.3 -0.1 0.0
```
Positions in Å, forces in eV/Å.

Output
* net charge: 0
* LUMO level: -0.690 eV
* orbital gap: 7.46 eV

Results of the Mulliken charge analysis, in e, for atoms 1 through 5: Rh 0.58; C -0.94; N 0.58; C -1.28; C -1.15



No. 4
Molecular formula: C14H13F6I2N2O6S2SiTi
Method: DFT, ωB97M-V with the def2-TZVPD basis set

The geometry in XYZ format:
```
47
Properties=species:S:1:pos:R:3:forces:R:3
Ti -0.16914 -0.29943 -0.42801 0.1 2.1 0.6
F 1.45776 -0.88613 -4.50091 0.0 0.0 0.0
C 2.23386 -1.66113 -3.75731 0.0 0.2 -0.7
F 2.35726 -2.83493 -4.33591 -0.1 -0.1 0.5
F 3.42126 -1.09663 -3.62471 -0.3 -0.1 0.4
S 1.38686 -1.75433 -2.07881 1.6 -2.0 -1.0
O 0.74486 -0.41593 -2.01701 0.1 0.9 -1.6
O 2.29906 -1.91703 -1.00361 0.5 -0.3 -0.2
N 0.31346 -2.85093 -2.30121 0.1 0.0 -0.1
S -0.82584 -3.10753 -1.24331 -0.2 -1.6 -1.2
O -1.24174 -1.82133 -0.65891 -1.3 -0.7 0.0
O -0.62094 -4.17283 -0.34721 -0.1 -0.2 0.2
C -2.30754 -3.37093 -2.37031 -0.3 0.5 -0.4
F -2.17754 -4.30153 -3.29091 0.4 0.0 0.5
F -3.37874 -3.60853 -1.63221 0.3 -0.1 0.2
F -2.45094 -2.18003 -2.96321 -0.1 -0.2 -0.1
I 1.89426 -3.26243 2.94819 0.1 0.3 0.1
C 2.25196 -1.22883 2.62929 -0.9 -0.4 -0.8
C 3.21906 -0.50473 3.34189 0.3 0.5 0.1
C 3.45296 0.82607 3.08129 0.3 0.0 0.3
I 4.84136 1.87917 4.26339 -0.2 -0.3 -0.2
C 2.76186 1.49847 2.04089 -0.5 -0.5 -0.3
C 2.90666 2.83917 1.64439 -0.2 -0.1 -0.2
C 2.14666 3.32367 0.60269 0.0 -0.1 0.0
C 1.24416 2.48607 -0.06571 -0.1 0.1 -0.1
N 1.06776 1.22207 0.28309 0.9 0.6 0.6
C 1.79576 0.73917 1.32459 0.5 -0.2 0.6
C 1.49966 -0.60733 1.65029 1.4 0.5 1.3
O 0.51226 -1.16293 0.96529 0.3 -1.0 1.4
H 3.78036 -1.01043 4.11419 0.0 0.0 0.0
H 3.61296 3.47977 2.15289 0.0 0.0 0.0
H 2.24266 4.35347 0.29859 0.0 0.1 -0.1
H 0.64656 2.84817 -0.89721 0.1 0.0 0.1
C -4.11504 0.11647 -0.32631 0.8 0.6 0.2
Si -2.71824 1.27787 0.25299 -1.2 0.6 1.2
C -2.97344 3.13117 -0.11121 0.1 -1.0 0.2
C -2.00174 0.83667 1.98779 -0.5 0.2 -0.8
O -1.37234 0.83977 -0.61921 -1.4 1.4 -1.1
H -5.04674 0.29187 0.20049 -0.1 0.1 0.2
H -3.82614 -0.92463 -0.17651 0.0 0.0 0.1
H -4.30684 0.25787 -1.38801 0.0 0.1 -0.1
H -3.84114 3.53427 0.39589 -0.2 0.0 0.2
H -3.12274 3.27927 -1.17781 0.0 -0.1 -0.2
H -2.11134 3.72337 0.18449 0.2 0.0 0.1
H -2.70424 0.87377 2.81259 -0.1 -0.1 0.1
H -1.17594 1.51037 2.22899 0.0 0.0 0.0
H -1.60294 -0.18763 1.91129 -0.2 0.2 0.2
```
Positions in Å, forces in eV/Å.

Output
* net charge: +1
* LUMO level: -4.377 eV
* orbital gap: 6.91 eV

Results of the Mulliken charge analysis, in e, for atoms 1 through 5: Ti 0.34; F -0.19; C 0.59; F -0.17; F -0.17